(1)
98
Properties=species:S:1:pos:R:3:lowdin_spin:R:1 method="wB97M-V/def2-TZVPD" spin_multiplicity=2 energy_ev=-59057.8495 total_charge=+2 orbital_gap_ev="5.1 / 6.2" homo_energy_ev="-13.47 / -13.47" e_above_lowest_ev=0.2685
Sb 0.29920 -0.38412 2.84198 -0.245
Pd -0.39845 0.24134 0.19879 0.968
N -0.07046 2.83997 -1.23214 0.002
N -1.31708 1.03888 -2.46287 0.004
N 1.19580 0.96725 -2.23381 0.007
N 1.24308 0.12102 -1.16769 0.146
N 0.45149 1.94623 -4.86717 0.000
N -0.38789 -2.28904 0.34240 0.003
N -1.60341 0.16588 -1.48045 0.094
N -0.27155 -3.91438 -1.35771 -0.001
N -0.35023 2.35522 0.01417 0.093
N -0.37698 -4.56340 0.85995 0.001
N 0.04098 2.63730 -3.75362 0.000
C 2.34381 0.89433 -2.91278 0.001
C 1.98222 1.67526 4.43314 -0.001
C -3.46855 -1.36738 -0.84177 0.000
C -0.21304 3.38670 0.86788 0.012
C -2.36848 -1.35365 4.22965 -0.011
C -1.77644 -0.97473 2.88062 -0.031
C 3.15851 -0.03347 -2.30280 0.005
C 2.43372 -0.50596 -1.21359 0.014
C -2.81145 -0.36917 -1.73508 0.011
C 1.76869 -1.93472 3.07097 -0.034
C -2.57992 0.13633 2.21102 0.029
C 0.18599 4.51974 0.17563 0.004
C 0.62820 -5.62311 0.82351 0.000
C 0.60801 1.01224 4.46888 -0.037
C -0.74362 -5.21516 -1.83429 0.000
C 0.28112 4.12355 -1.13836 0.002
C 0.40698 2.24462 -7.30148 0.000
C 3.18577 -1.37430 2.98002 -0.002
C -0.98583 -4.32654 2.14870 0.000
C -0.57028 3.85507 -5.49207 0.000
C -0.02887 -2.94381 -2.41475 0.000
C -0.60649 3.77763 -4.12905 0.000
C 1.56358 -2.69872 4.38110 -0.015
C -3.28182 0.15769 -2.93626 0.004
C -0.33832 -3.54723 -0.06082 0.002
C 0.38527 0.29362 5.80114 -0.017
C 2.80724 -1.61571 -0.30225 -0.001
C 0.10289 2.68389 -5.90378 0.000
C -0.47437 3.30313 2.31866 -0.003
C -2.30978 1.04209 -3.35937 0.003
B -0.02347 1.88848 -2.46460 0.000
H 1.52838 -2.56630 2.21696 0.000
H -1.23996 2.56230 2.53930 -0.001
H -0.82550 4.26345 2.69332 0.000
H 0.43594 -3.45342 -3.25670 0.000
H -1.44814 -5.04928 -2.64990 0.000
H 0.43892 3.06032 2.85411 -0.001
H 3.48461 -0.91647 3.92004 0.000
H -0.17388 1.74664 4.31216 0.000
H 0.53139 -2.98646 4.58016 -0.001
H -1.76975 -2.08280 4.77594 0.000
H 1.33315 -5.50540 1.65161 0.000
H 1.14507 -0.45859 5.99857 0.000
H 3.80938 -1.47181 0.09640 0.000
H -3.34817 -1.80725 4.05439 -0.003
H 0.35829 5.50282 0.57735 0.001
H -0.49815 -1.74502 -0.51387 0.003
H -1.07375 4.43477 -3.41562 0.000
H 0.56953 4.68001 -2.01273 0.000
H 4.13611 -0.35169 -2.62048 0.001
H -0.59249 -0.16617 5.89907 -0.001
H -1.09957 -5.28484 2.65345 0.000
H -2.53103 -0.48733 4.86916 0.000
H 1.93453 -2.13466 5.23347 0.000
H 0.64633 -2.15894 -2.08434 0.000
H -2.63155 1.03811 2.82114 0.001
H 0.47153 1.04271 6.59318 -0.005
H -1.25373 -5.74683 -1.03846 0.000
H -3.59914 -0.19433 2.00607 0.002
H 2.15104 -3.61955 4.33015 -0.004
H 1.18922 -5.57587 -0.10502 0.000
H 2.09463 -1.70746 0.50725 -0.002
H -2.78981 -1.73237 -0.07236 0.000
H -0.96558 4.64176 -6.11128 0.000
H -0.96115 -2.48651 -2.76256 0.000
H -4.34651 -0.93339 -0.36130 0.000
H 2.80622 -2.56291 -0.84717 0.000
H 1.35581 1.71325 -7.33915 0.000
H 0.16829 -6.60854 0.90246 0.000
H 0.08032 -5.82266 -2.21016 0.000
H -3.81352 -2.22482 -1.41986 0.000
H -4.20468 -0.08391 -3.43426 0.001
H 0.46170 3.10043 -7.97145 0.000
H -1.72626 -1.83330 2.21890 0.000
H 2.24205 2.11362 3.46890 -0.001
H 2.47576 1.47588 -3.80783 0.000
H -2.17843 0.47078 1.22870 0.008
H -0.36905 1.57683 -7.67667 0.000
H 2.76582 0.97065 4.70288 0.000
H -2.25125 1.65876 -4.24150 0.000
H 2.00533 2.47488 5.17702 0.000
H 3.87760 -2.19873 2.79238 0.000
H -1.97865 -3.89682 2.02478 0.000
H 3.32587 -0.64248 2.18736 -0.001
H -0.39228 -3.67282 2.79500 0.000

(2)
60
Properties=species:S:1:pos:R:3:mulliken_charge:R:1 method="wB97M-V/def2-TZVPD" energy_ev=-38464.4124 total_charge=0 orbital_gap_ev=9.7 smiles="CC[C@](C)(C(=O)NC1CCCCC1)N(Cc1ccco1)C(=O)C[C@@H]1NC(=O)NC1=O" homo_energy_ev=-9.12 e_above_lowest_ev=0.2358
O -2.35167 2.51779 -0.35472 -0.681
O 1.06449 0.11556 -1.23593 -0.196
O -1.12890 -1.59473 2.55225 -0.704
O -1.14803 2.14297 -5.23821 -0.627
O -5.14832 4.02446 -4.09791 -0.625
N -3.36024 3.32976 -2.82085 0.015
N 0.67142 -0.66880 1.56558 0.328
N -1.44413 0.44541 -0.16059 0.524
N -3.21652 3.11311 -5.00167 -0.019
C -0.63804 -0.71747 1.87260 -1.061
C 2.13927 -0.10557 -2.01895 -0.798
C -0.84568 1.76856 1.86409 -0.652
C 1.62779 -1.65969 2.01549 -0.608
C -1.46945 0.46554 1.32134 1.678
C 2.07066 -2.56759 0.86492 -0.024
C -2.91974 0.30597 1.77977 -1.784
C 2.84291 -0.97322 2.63857 -0.522
C -2.07478 2.73032 -3.04356 0.208
C -1.17459 -0.81699 -0.82515 -1.688
C 0.13889 -0.81872 -1.55340 1.013
C -2.03119 2.60870 -4.56777 0.204
C 0.61898 -1.63296 -2.53520 -1.015
C -1.92464 1.49799 -0.86390 0.747
C 3.06682 -3.60779 1.36771 -1.039
C -0.56455 1.72759 3.36254 -1.361
C -4.05370 3.55515 -3.95353 0.262
C 4.27887 -2.92641 1.99514 -0.657
C -1.91881 1.35395 -2.38547 -0.708
C 1.92419 -1.16825 -2.83554 -0.510
C 3.84291 -2.01265 3.13630 -0.802
H 0.11485 0.92022 3.62428 0.180
H -3.50421 1.16171 1.45442 0.375
H -1.17924 -1.61112 -0.07286 0.596
H -2.96248 0.22579 2.86088 0.450
H -1.97045 -1.05849 -1.53850 0.668
H 2.52234 -0.33571 3.46498 0.255
H 1.19864 -3.06081 0.43060 0.388
H 2.58073 -4.24200 2.11173 0.404
H 2.54090 -1.96271 0.08535 -0.016
H 4.97598 -3.67856 2.36842 0.355
H 1.01240 0.05153 0.94844 0.410
H 2.97198 0.55882 -1.90314 0.528
H -3.34465 -0.60367 1.36096 0.367
H -1.52521 2.59347 1.65652 0.564
H -2.75874 0.71973 -2.68261 0.214
H 2.59835 -1.57191 -3.56158 0.486
H -1.26786 3.38518 -2.69017 0.282
H 3.37822 -2.61108 3.92254 0.337
H 1.10820 -2.25933 2.77049 0.367
H 0.08276 1.96808 1.32300 0.358
H -1.48368 1.59395 3.92569 0.332
H 4.79761 -2.33738 1.23506 0.306
H 4.71176 -1.51071 3.56619 0.385
H 3.38268 -4.24378 0.53870 0.381
H 3.31933 -0.33850 1.88630 0.353
H -3.68293 3.52942 -1.88783 0.139
H -3.49107 3.16981 -5.97034 0.210
H -0.11368 2.66822 3.67045 0.447
H -0.99698 0.90592 -2.75350 0.395
H 0.11022 -2.45804 -2.98843 0.589